(1)
{
  "formula": "C19H29LiN3NbO",
  "method": "ωB97M-V with the def2-TZVPD basis set",
  "charge": 2,
  "homo_ev": [-14.345, -14.345],
  "gap_ev": [6.0, 6.0],
  "elements": ["N", "C", "O", "Li", "Nb", "N", "N", "C", "C", "C", "C", "C", "C", "C", "C", "H", "H", "H", "H", "H", "H", "H", "H", "H", "H", "H", "H", "H", "H", "H", "H", "H", "H", "C", "H", "H", "H", "C", "H", "H", "H", "C", "C", "C", "C", "C", "C", "C", "C", "H", "H", "H", "H", "H"],
  "coordinates": [[-1.12, 1.68, 0.54], [-1.45, 2.18, 1.60], [-1.78, 2.65, 2.63], [-0.72, 2.87, -1.25], [0.03, 0.35, -0.49], [1.24, 1.89, -0.96], [-1.25, -0.08, -1.92], [2.27, 2.42, -0.01], [-2.65, -0.37, -2.22], [1.93, 3.87, 0.33], [3.64, 2.35, -0.69], [2.30, 1.59, 1.26], [-2.95, 0.05, -3.66], [-2.92, -1.87, -2.07], [-3.54, 0.40, -1.26], [1.88, 4.50, -0.57], [2.70, 4.28, 0.99], [0.96, 3.95, 0.85], [3.87, 1.32, -0.99], [4.40, 2.69, 0.02], [3.70, 3.01, -1.56], [1.36, 1.64, 1.82], [3.08, 2.01, 1.92], [2.55, 0.54, 1.06], [-2.72, 1.12, -3.80], [-4.01, -0.09, -3.86], [-2.37, -0.54, -4.38], [-2.39, -2.46, -2.82], [-4.00, -2.05, -2.21], [-2.65, -2.23, -1.07], [-3.30, 0.20, -0.21], [-4.59, 0.11, -1.44], [-3.46, 1.49, -1.43], [-0.22, -0.75, -2.78], [0.76, -0.80, -2.24], [-0.52, -1.78, -3.00], [-0.08, -0.22, -3.73], [1.30, 2.39, -2.36], [2.11, 1.90, -2.94], [0.36, 2.19, -2.91], [1.47, 3.48, -2.36], [0.46, -1.16, 0.83], [0.53, -1.97, 1.80], [0.54, -2.85, 2.88], [0.83, -4.23, 2.68], [0.83, -5.10, 3.76], [0.54, -4.62, 5.05], [0.23, -3.27, 5.25], [0.22, -2.38, 4.18], [1.05, -4.59, 1.67], [1.06, -6.15, 3.61], [0.55, -5.31, 5.90], [-0.01, -2.90, 6.25], [-0.03, -1.33, 4.33]],
  "nbo_charge": [-0.959, 0.906, -0.411, 0.952, 1.821, -0.706, -0.605, 0.114, 0.100, -0.631, -0.631, -0.649, -0.614, -0.625, -0.608, 0.212, 0.264, 0.205, 0.224, 0.251, 0.223, 0.218, 0.271, 0.239, 0.205, 0.254, 0.221, 0.215, 0.252, 0.224, 0.220, 0.256, 0.198, -0.430, 0.203, 0.265, 0.243, -0.488, 0.262, 0.189, 0.235, -0.619, 0.308, -0.169, -0.138, -0.207, -0.116, -0.209, -0.141, 0.234, 0.247, 0.246, 0.247, 0.229]
}

***

(2)
{
  "formula": "C20H46FIN8O18S",
  "method": "ωB97M-V with the def2-TZVPD basis set",
  "charge": 0,
  "smiles": "COCCCCCCCCCCN(CC(=O)I)S(=O)(=O)F.C[N+](=O)[O-].C[N+](=O)[O-].C[N+](=O)[O-].C[N+](=O)[O-].C[N+](=O)[O-].C[N+](=O)[O-].C[N+](=O)[O-]",
  "homo_ev": -9.274,
  "gap_ev": 8.5,
  "elements": ["C", "O", "C", "C", "C", "C", "C", "C", "C", "C", "C", "C", "N", "C", "C", "O", "I", "S", "O", "O", "F", "H", "H", "H", "H", "H", "H", "H", "H", "H", "H", "H", "H", "H", "H", "H", "H", "H", "H", "H", "H", "H", "H", "H", "H", "H", "C", "N", "O", "O", "H", "H", "H", "C", "N", "O", "O", "H", "H", "H", "C", "N", "O", "O", "H", "H", "H", "C", "N", "O", "O", "H", "H", "H", "C", "N", "O", "O", "H", "H", "H", "C", "N", "O", "O", "H", "H", "H", "C", "N", "O", "O", "H", "H", "H"],
  "coordinates": [[-1.05, -3.31, 1.69], [-1.74, -3.35, 0.42], [-2.65, -2.25, 0.22], [-2.45, -1.71, -1.30], [-3.63, -0.65, -1.70], [-3.06, 0.64, -2.48], [-3.42, 2.05, -1.81], [-2.59, 2.40, -0.49], [-1.03, 2.02, -0.55], [-0.12, 3.21, -1.20], [0.44, 2.85, -2.66], [1.74, 1.90, -2.66], [1.54, 0.57, -2.00], [2.74, 0.10, -1.24], [2.61, 0.50, 0.32], [3.41, 1.35, 0.81], [1.13, -0.40, 1.65], [1.18, -0.64, -3.18], [0.71, -1.89, -2.48], [0.14, -0.19, -4.17], [2.60, -0.89, -4.07], [0.08, -3.33, 1.50], [-1.34, -4.23, 2.30], [-1.27, -2.39, 2.33], [-2.47, -1.34, 0.89], [-3.73, -2.63, 0.40], [-1.48, -1.09, -1.27], [-2.39, -2.59, -2.02], [-4.19, -0.38, -0.73], [-4.34, -1.23, -2.40], [-3.58, 0.63, -3.51], [-1.95, 0.48, -2.68], [-4.53, 2.00, -1.50], [-3.37, 2.86, -2.63], [-2.63, 3.55, -0.36], [-3.02, 1.97, 0.47], [-0.81, 0.99, -1.00], [-0.67, 1.96, 0.55], [-0.79, 4.13, -1.29], [0.71, 3.50, -0.46], [0.77, 3.84, -3.14], [-0.40, 2.46, -3.35], [2.67, 2.45, -2.25], [1.99, 1.68, -3.77], [3.69, 0.61, -1.63], [2.87, -1.03, -1.34], [-6.98, 1.10, 1.61], [-5.61, 1.32, 1.09], [-5.19, 2.47, 1.10], [-5.00, 0.33, 0.69], [-7.40, 2.05, 1.93], [-7.57, 0.67, 0.81], [-6.90, 0.41, 2.46], [3.45, -2.85, 4.74], [2.38, -2.14, 5.51], [1.31, -1.98, 4.95], [2.67, -1.79, 6.64], [3.05, -3.10, 3.76], [4.29, -2.17, 4.65], [3.71, -3.74, 5.30], [4.45, 1.94, 5.49], [5.20, 0.66, 5.59], [5.18, -0.08, 4.62], [5.78, 0.44, 6.64], [3.98, 2.00, 4.51], [3.69, 1.94, 6.28], [5.16, 2.75, 5.64], [-0.60, -1.63, 7.81], [-2.00, -1.28, 7.43], [-2.18, -0.86, 6.30], [-2.86, -1.44, 8.28], [0.05, -1.44, 6.96], [-0.33, -1.00, 8.66], [-0.59, -2.68, 8.08], [4.69, -3.58, -4.37], [6.16, -3.74, -4.35], [6.69, -4.19, -5.35], [6.74, -3.41, -3.33], [4.31, -3.92, -5.34], [4.28, -4.20, -3.57], [4.47, -2.53, -4.22], [3.65, 5.49, -1.95], [2.25, 5.84, -2.32], [2.06, 6.25, -3.45], [1.40, 5.68, -1.46], [4.29, 5.68, -2.80], [3.93, 6.12, -1.10], [3.67, 4.44, -1.68], [-3.12, -2.86, -5.33], [-4.51, -2.52, -5.73], [-4.69, -2.11, -6.86], [-5.38, -2.69, -4.89], [-2.46, -2.66, -6.17], [-2.87, -2.23, -4.47], [-3.10, -3.92, -5.06]],
  "lowdin_charge": [-0.169, -0.226, -0.218, -0.143, -0.170, -0.202, -0.187, -0.196, -0.208, -0.183, -0.155, -0.188, -0.207, -0.197, -0.700, -0.066, 0.953, 0.784, -0.299, -0.294, -0.219, 0.052, 0.095, 0.064, 0.114, 0.135, 0.081, 0.107, 0.063, 0.103, 0.111, 0.068, 0.102, 0.111, 0.113, 0.080, 0.064, 0.068, 0.106, 0.104, 0.099, 0.122, 0.123, 0.126, 0.138, 0.130, 0.053, -0.403, 0.073, 0.021, 0.096, 0.105, 0.104, 0.049, -0.423, 0.011, 0.058, 0.092, 0.074, 0.106, 0.049, -0.434, 0.039, 0.075, 0.094, 0.104, 0.102, 0.037, -0.447, 0.060, 0.054, 0.054, 0.104, 0.105, 0.040, -0.450, 0.067, 0.055, 0.098, 0.104, 0.078, 0.050, -0.440, 0.068, 0.047, 0.098, 0.104, 0.082, 0.046, -0.446, 0.061, 0.053, 0.096, 0.083, 0.103]
}

***

(3)
{
  "formula": "C20H52As5F30N3O3",
  "method": "ωB97M-V with the def2-TZVPD basis set",
  "charge": -2,
  "homo_ev": -5.644,
  "gap_ev": 7.4,
  "elements": ["C", "C", "N", "C", "C", "C", "C", "C", "O", "C", "H", "H", "H", "H", "H", "H", "H", "H", "H", "H", "H", "H", "H", "H", "H", "H", "H", "H", "H", "H", "C", "C", "N", "C", "C", "C", "C", "C", "O", "C", "H", "H", "H", "H", "H", "H", "H", "H", "H", "H", "H", "H", "H", "H", "H", "H", "H", "H", "H", "H", "C", "C", "C", "O", "C", "N", "H", "H", "H", "H", "H", "H", "H", "H", "H", "H", "H", "H", "As", "F", "F", "F", "F", "F", "F", "As", "F", "F", "F", "F", "F", "F", "As", "F", "F", "F", "F", "F", "F", "As", "F", "F", "F", "F", "F", "F", "As", "F", "F", "F", "F", "F", "F"],
  "coordinates": [[-3.09, -7.71, -6.05], [-3.50, -6.52, -5.14], [-2.35, -5.58, -4.88], [-2.07, -4.77, -6.23], [-2.74, -4.49, -3.78], [-3.95, -3.50, -4.21], [-1.09, -6.35, -4.37], [0.08, -5.64, -3.67], [0.36, -4.40, -4.40], [1.21, -3.61, -3.71], [-2.97, -8.58, -5.40], [-2.30, -7.55, -6.79], [-3.91, -7.88, -6.75], [-3.80, -6.85, -4.14], [-4.20, -5.81, -5.55], [-1.55, -5.42, -6.94], [-1.47, -3.89, -6.03], [-3.09, -4.52, -6.53], [-1.86, -3.92, -3.49], [-3.00, -5.18, -2.98], [-4.86, -4.10, -4.32], [-3.99, -2.94, -5.15], [-4.09, -2.81, -3.38], [-0.73, -6.88, -5.26], [-1.59, -7.00, -3.66], [1.03, -6.18, -3.71], [0.04, -5.45, -2.60], [0.43, -3.37, -3.00], [1.41, -2.60, -4.06], [2.05, -4.15, -3.28], [-1.15, 3.20, 5.92], [0.00, 2.48, 5.16], [1.18, 1.99, 6.09], [1.54, 3.24, 6.91], [0.59, 0.78, 7.02], [1.53, 0.24, 7.98], [2.42, 1.47, 5.25], [2.35, 0.15, 4.53], [1.37, 0.35, 3.49], [1.05, -0.81, 2.68], [-1.87, 3.43, 5.14], [-0.95, 4.24, 6.20], [-1.54, 2.74, 6.83], [0.36, 3.28, 4.51], [-0.32, 1.60, 4.61], [2.26, 2.89, 7.66], [0.68, 3.55, 7.50], [1.87, 4.05, 6.25], [0.19, -0.02, 6.40], [-0.28, 1.16, 7.56], [2.59, 0.24, 7.72], [1.19, -0.75, 8.29], [1.46, 0.72, 8.96], [3.24, 1.38, 5.95], [2.68, 2.32, 4.61], [1.87, -0.59, 5.18], [3.26, -0.29, 4.12], [1.79, -1.02, 1.90], [0.14, -0.57, 2.12], [0.92, -1.66, 3.34], [2.07, 2.80, 0.21], [0.89, 2.64, -0.80], [0.43, 1.17, -0.76], [-0.57, 0.91, -1.76], [-1.00, -0.46, -1.96], [-0.25, 3.61, -0.39], [-1.04, 3.16, -0.82], [-0.21, 3.69, 0.62], [-0.12, 4.55, -0.74], [2.45, 3.81, 0.10], [2.92, 2.24, -0.19], [1.96, 2.64, 1.28], [1.20, 3.04, -1.76], [0.06, 0.83, 0.21], [1.34, 0.68, -1.11], [-0.15, -0.97, -2.40], [-1.81, -0.51, -2.69], [-1.36, -0.95, -1.05], [0.31, 5.75, -4.12], [0.99, 6.67, -5.48], [1.06, 7.03, -3.09], [-0.35, 5.17, -2.52], [-0.38, 4.47, -5.11], [1.85, 4.76, -4.02], [-1.24, 6.71, -4.31], [-1.29, -3.52, 1.09], [0.26, -2.75, 0.51], [-0.86, -3.13, 2.79], [-2.83, -4.12, 1.75], [-1.73, -3.98, -0.61], [-0.54, -5.04, 1.44], [-2.12, -1.90, 0.89], [-4.47, 2.54, -1.72], [-2.91, 3.30, -1.21], [-5.43, 3.54, -0.57], [-6.03, 1.85, -2.33], [-3.63, 1.52, -2.95], [-4.23, 1.17, -0.52], [-4.55, 3.87, -2.97], [0.91, 5.92, 2.67], [1.14, 5.82, 0.86], [-0.64, 4.97, 2.57], [0.66, 5.93, 4.41], [2.31, 6.89, 2.74], [-0.04, 7.52, 2.66], [1.89, 4.41, 2.79], [7.20, 1.36, -0.31], [6.65, -0.25, 0.36], [6.88, 2.07, 1.38], [7.60, 3.04, -0.86], [7.57, 0.70, -1.92], [5.43, 1.66, -0.79], [8.92, 1.08, 0.11]],
  "lowdin_charge": [-0.052, -0.166, -0.255, 0.058, -0.072, -0.022, -0.047, -0.139, -0.236, -0.125, 0.084, 0.073, 0.079, 0.131, 0.110, 0.092, 0.104, 0.086, 0.107, 0.119, 0.059, 0.075, 0.093, 0.120, 0.131, 0.129, 0.127, 0.080, 0.109, 0.105, -0.074, -0.118, -0.172, 0.023, -0.145, -0.106, -0.058, -0.173, -0.223, -0.078, 0.094, 0.070, 0.065, 0.094, 0.121, 0.092, 0.089, 0.114, 0.127, 0.113, 0.086, 0.094, 0.080, 0.116, 0.137, 0.106, 0.145, 0.091, 0.072, 0.074, -0.040, -0.235, -0.149, -0.193, -0.077, 0.226, 0.101, 0.114, 0.105, 0.078, 0.072, 0.062, 0.146, 0.125, 0.131, 0.064, 0.073, 0.058, 0.931, -0.301, -0.317, -0.299, -0.272, -0.317, -0.319, 0.894, -0.294, -0.304, -0.294, -0.314, -0.269, -0.298, 0.957, -0.292, -0.303, -0.328, -0.309, -0.316, -0.314, 0.904, -0.268, -0.300, -0.292, -0.242, -0.319, -0.295, 0.957, -0.331, -0.346, -0.316, -0.303, -0.331, -0.315]
}

***

| no. | E (a.u.) |
| --- | --- |
| 1 | -1044.8355 |
| 2 | -3376.9014 |
| 3 | -15358.5405 |